One molecule with the formula C18H18N4OS2. Source: OMol25; level of theory: the ωB97M-V functional and the def2-TZVPD basis.

```
43
Properties=species:S:1:pos:R:3:mulliken_charge:R:1
C -4.158 -1.873 -1.304 -0.96
N -3.325 -1.252 -0.319 0.08
C -2.134 -1.714 0.149 0.45
S -1.389 -3.190 -0.374 -0.29
C 0.275 -2.752 0.200 -0.67
C 0.660 -1.430 -0.464 0.79
O 0.170 -1.110 -1.531 -0.70
N 1.544 -0.653 0.186 0.17
C 2.288 -0.951 1.383 -0.95
C 3.766 -1.101 1.020 -0.90
C 4.249 0.114 0.277 0.78
C 5.603 0.428 0.241 -0.64
C 6.054 1.539 -0.444 -0.59
C 5.149 2.355 -1.103 -0.51
C 3.802 2.049 -1.073 -0.78
C 3.341 0.930 -0.390 0.87
C 1.865 0.645 -0.373 -1.36
N -1.619 -0.886 1.023 -0.15
N -2.460 0.143 1.143 -0.81
C -3.487 -0.061 0.348 0.34
C -4.582 0.852 0.242 0.38
C -4.665 2.057 0.890 -0.62
C -5.859 2.748 0.616 -0.54
C -6.676 2.070 -0.232 -0.33
S -6.003 0.568 -0.718 -0.12
H -3.634 -2.742 -1.699 0.31
H -4.363 -1.174 -2.117 0.36
H -5.105 -2.190 -0.862 0.38
H 0.938 -3.559 -0.112 0.41
H 0.224 -2.683 1.283 0.39
H 1.925 -1.858 1.863 0.44
H 2.162 -0.116 2.081 0.30
H 4.361 -1.251 1.924 0.44
H 3.894 -1.985 0.386 0.28
H 6.304 -0.210 0.760 0.42
H 7.109 1.770 -0.463 0.38
H 5.494 3.226 -1.639 0.39
H 3.091 2.681 -1.586 0.43
H 1.459 0.674 -1.387 0.48
H 1.352 1.419 0.216 0.35
H -3.881 2.408 1.535 0.49
H -6.101 3.709 1.032 0.40
H -7.638 2.355 -0.609 0.44
```

Calculated values
Frontier orbital gap in eV: 8.4148
Structure (SMILES): Cn1c(SCC(=O)N2CCc3ccccc3C2)nnc1-c1cccs1
DFT total energy in eV: -48636.676
E_LUMO in eV: 0.60
Energy above the lowest of the compared OMol25 structures with the same formula, charge and spin in kcal/mol: 26.2

=====

C18H18N6 as an isolated structure. Source: OMol25; level of theory: the ωB97M-V functional and the def2-TZVPD basis.

```
42
Properties=species:S:1:pos:R:3:mulliken_charge:R:1
C 6.364 1.713 0.040 -0.38
C 6.759 0.349 -0.037 -0.86
C 5.745 -0.483 -0.050 -0.48
C 4.316 -0.179 -0.052 0.21
C 3.987 1.034 -0.190 0.23
C 4.939 2.045 0.004 -0.67
H 4.672 3.060 0.110 0.41
H 2.913 1.555 -0.161 0.22
N 3.193 -1.088 -0.110 0.71
C 1.936 -1.003 -0.011 0.95
N 1.129 0.397 0.024 -0.41
C -0.196 0.184 -0.084 -0.37
N -0.732 -1.284 -0.090 0.07
C -2.061 -1.399 0.071 -0.15
N -2.165 -2.801 -0.093 -0.61
N -0.994 -3.349 0.151 -0.63
C -0.034 -2.498 0.070 0.21
C 1.301 -2.304 0.086 0.02
C 2.553 -3.005 -0.068 -0.68
N 3.531 -2.370 0.102 -0.94
H 2.418 -4.187 -0.093 0.32
C -3.378 -0.487 0.191 0.63
C -3.312 0.412 1.359 -0.59
C -4.110 1.662 1.214 -1.44
C -5.206 1.547 -0.167 -0.85
C -4.595 1.011 -1.324 -0.91
C -3.309 0.100 -1.230 -1.11
H -2.482 1.188 -1.244 0.07
H -3.249 -0.377 -1.999 1.01
H -4.540 1.840 -1.865 0.50
H -5.390 0.442 -1.852 0.30
H -5.865 0.554 0.348 0.12
H -5.789 2.314 0.020 0.71
H -3.392 2.227 0.591 0.30
H -4.451 1.947 1.988 0.92
H -2.256 0.715 1.700 0.29
H -3.787 -0.254 1.920 0.42
H -4.130 -1.226 0.291 0.41
H -0.696 1.038 0.043 0.62
H 5.676 -1.504 0.081 0.57
H 7.713 -0.051 0.129 0.40
H 6.973 2.512 0.187 0.47
```

Calculated values
Frontier orbital gap in eV: 7.9361
DFT total energy in eV: -27884.470
E_LUMO in eV: 0.07

=====

One molecule with the formula C18H18O4. Source: OMol25; level of theory: the ωB97M-V functional and the def2-TZVPD basis.

```
40
Properties=species:S:1:pos:R:3:mulliken_charge:R:1
C -7.299 -0.366 0.558 -0.83
O -6.183 -1.191 0.312 -0.44
C -4.987 -0.615 0.060 0.94
C -3.922 -1.496 -0.166 -0.81
C -2.657 -1.022 -0.423 -0.34
C -2.413 0.354 -0.471 0.13
C -1.091 0.946 -0.734 0.91
O -0.923 2.129 -0.918 -0.64
C 0.101 -0.017 -0.755 -0.91
O 1.310 0.712 -0.847 -0.35
C 1.647 1.407 0.249 0.81
O 1.042 1.346 1.286 -0.60
C 2.908 2.204 0.019 -0.79
C 4.044 1.604 0.866 -1.18
C 4.289 0.178 0.458 0.52
C 5.121 -0.116 -0.614 -0.33
C 5.306 -1.424 -1.026 -0.59
C 4.656 -2.456 -0.371 -0.42
C 3.824 -2.173 0.699 -0.71
C 3.643 -0.864 1.111 -0.17
C -3.482 1.225 -0.257 -0.89
C -4.752 0.758 0.010 -0.28
H -8.131 -1.045 0.739 0.24
H -7.145 0.261 1.442 0.34
H -7.529 0.266 -0.304 0.34
H -4.124 -2.554 -0.130 0.41
H -1.860 -1.728 -0.596 0.36
H 0.064 -0.655 -1.640 0.55
H 0.099 -0.623 0.158 0.42
H 3.160 2.170 -1.040 0.32
H 2.725 3.234 0.325 0.41
H 3.757 1.649 1.918 0.36
H 4.947 2.200 0.722 0.46
H 5.630 0.687 -1.129 0.39
H 5.959 -1.639 -1.860 0.38
H 4.798 -3.477 -0.692 0.39
H 3.315 -2.974 1.215 0.39
H 2.992 -0.646 1.946 0.40
H -3.289 2.286 -0.296 0.44
H -5.549 1.465 0.179 0.38
```

Calculated values
Frontier orbital gap in eV: 9.3413
Structure (SMILES): COc1ccc(C(=O)COC(=O)CCc2ccccc2)cc1
DFT total energy in eV: -27148.213
E_LUMO in eV: 0.47
Energy above the lowest of the compared OMol25 structures with the same formula, charge and spin in kcal/mol: 1.6

=====

C18H19AuBrNO2SSe2 as an isolated structure. Source: OMol25; level of theory: the ωB97M-V functional and the def2-TZVPD basis.

```
45
Properties=species:S:1:pos:R:3:mulliken_spin:R:1
Au 0.113 -1.322 0.342 0.41
C -1.491 3.475 0.029 -0.02
Se -1.422 1.590 -0.364 0.79
C -0.168 1.654 -1.852 -0.01
C 1.312 1.530 -1.527 0.02
Se 1.932 -0.318 -1.337 0.50
C 3.439 -0.038 -0.153 -0.02
H -2.003 3.967 -0.797 0.02
H -0.476 3.840 0.155 0.01
H -2.052 3.580 0.952 0.00
H -0.353 2.619 -2.326 0.01
H -0.496 0.881 -2.548 0.00
H 1.628 2.091 -0.649 -0.01
H 1.875 1.888 -2.392 0.02
H 3.072 0.259 0.824 0.01
H 4.064 0.727 -0.610 0.02
H 3.975 -0.982 -0.106 0.00
S -1.524 -4.234 -2.741 0.00
C -0.557 -3.024 -2.070 0.00
N -0.872 -2.648 -0.855 0.03
C -1.973 -3.364 -0.367 -0.06
C -2.565 -3.224 0.889 0.03
C -3.641 -4.030 1.184 0.01
C -4.132 -4.961 0.254 0.00
C -3.556 -5.102 -0.988 0.00
C -2.463 -4.287 -1.287 0.00
H 0.276 -2.603 -2.615 0.00
H -2.194 -2.510 1.615 0.01
H -4.118 -3.949 2.151 0.00
H -4.978 -5.579 0.519 0.00
H -3.935 -5.819 -1.703 0.00
Br 1.693 -1.413 6.965 0.00
C 1.270 0.067 5.886 0.00
C 1.101 1.318 6.464 0.00
C 0.783 2.413 5.671 0.00
C 0.622 2.261 4.306 0.00
C 0.800 1.001 3.733 0.05
C 1.134 -0.101 4.520 0.00
C 0.604 0.830 2.285 -0.03
O 0.085 1.736 1.598 0.16
O 1.059 -0.269 1.759 0.06
H 1.219 1.435 7.533 0.00
H 0.659 3.385 6.128 0.00
H 0.371 3.106 3.682 0.00
H 1.287 -1.072 4.073 0.00
```

Calculated values
Frontier orbital gap (spin up / spin down) in eV: 7.7544 / 4.3996
DFT total energy in eV: -239805.574
E_LUMO (spin up / spin down) in eV: -5.84 / -9.19
Energy above the lowest of the compared OMol25 structures with the same formula, charge and spin in kcal/mol: 0.0
Multiplicity: 3
Total charge: +2

=====

C18H19BMnN3O3S as an isolated structure. Source: OMol25; level of theory: the ωB97M-V functional and the def2-TZVPD basis.

```
46
Properties=species:S:1:pos:R:3:mulliken_spin:R:1
Mn -15.982 -11.604 -4.504 4.28
N -19.432 -11.898 -6.995 0.00
C -18.268 -11.957 -6.369 0.01
S -18.029 -10.901 -5.029 -0.11
N -17.341 -12.825 -6.874 -0.02
N -16.247 -13.019 -6.110 0.00
C -15.596 -14.147 -6.271 0.02
C -14.360 -14.576 -5.592 0.01
C -13.743 -15.804 -5.819 0.00
C -12.480 -16.039 -5.268 0.01
C -11.870 -15.137 -4.372 0.00
C -12.543 -13.949 -4.022 0.02
C -13.774 -13.721 -4.601 -0.01
O -14.436 -12.656 -4.218 0.08
H -20.185 -11.284 -6.753 0.00
H -19.707 -12.684 -7.616 0.00
H -16.099 -14.895 -6.898 0.00
H -14.239 -16.565 -6.393 0.00
H -11.917 -16.947 -5.537 0.00
H -10.897 -15.400 -3.947 0.00
H -12.127 -13.299 -3.242 0.00
C -15.457 -3.508 -1.026 0.00
C -14.880 -3.692 -2.395 0.00
C -15.834 -3.139 -3.448 0.00
C -13.534 -2.879 -2.401 0.00
C -14.619 -5.168 -2.712 0.00
C -13.323 -5.668 -2.988 0.00
C -13.093 -6.967 -3.430 0.00
C -14.199 -7.734 -3.673 -0.01
O -14.238 -9.100 -4.050 0.01
B -15.605 -9.501 -3.987 -0.31
O -16.390 -8.326 -3.742 0.01
C -15.506 -7.303 -3.426 0.01
C -15.744 -6.013 -2.895 0.00
H -15.564 -2.409 -0.821 0.00
H -14.699 -3.906 -0.308 0.00
H -16.408 -4.034 -0.874 0.00
H -15.815 -2.026 -3.422 0.00
H -16.893 -3.473 -3.339 0.00
H -15.605 -3.515 -4.423 0.00
H -13.855 -1.840 -2.131 0.00
H -13.159 -2.828 -3.418 0.00
H -12.748 -3.232 -1.727 0.00
H -12.579 -4.908 -2.825 0.00
H -12.063 -7.402 -3.400 0.00
H -16.754 -5.677 -2.746 0.00
```

Calculated values
Frontier orbital gap (spin up / spin down) in eV: 6.8452 / 7.5346
DFT total energy in eV: -72420.204
E_LUMO (spin up / spin down) in eV: -0.89 / -0.25
Multiplicity: 5